[1]
{"formula": "C17H16F4NO", "method": "ωB97M-V with the def2-TZVPD basis set", "e_lumo_ev": -3.41, "total_energy_ha": -1186.5862, "spin_multiplicity": 1, "gap_ev": 8.631, "charge": 1, "smiles": "OCC[NH2+][C@H](/C=C/c1cc(F)cc(F)c1)c1cc(F)cc(F)c1", "homo_ev": -12.04, "symbols": ["O", "C", "C", "N", "C", "C", "C", "C", "C", "C", "F", "C", "C", "F", "C", "C", "C", "C", "F", "C", "C", "F", "C", "H", "H", "H", "H", "H", "H", "H", "H", "H", "H", "H", "H", "H", "H", "H", "H"], "xyz": [[-2.0838, -3.3252, 1.9251], [-0.7962, -3.1156, 2.4947], [-0.0412, -2.1635, 1.5763], [-0.9860, -1.0836, 1.1338], [-0.8953, -0.4732, -0.1793], [0.3760, 0.3071, -0.3489], [1.6089, -0.2061, -0.5031], [2.8086, 0.5785, -0.7473], [4.0251, -0.1227, -0.9211], [5.2119, 0.5722, -1.0855], [6.3883, -0.1384, -1.1869], [5.2687, 1.9699, -1.1522], [4.0516, 2.6499, -1.0219], [4.0723, 4.0316, -1.0742], [2.8275, 2.0004, -0.8428], [-2.1880, 0.3236, -0.4015], [-2.2023, 1.7240, -0.4094], [-3.3987, 2.3829, -0.7096], [-3.3510, 3.7466, -0.8847], [-4.6057, 1.7436, -0.9258], [-4.5666, 0.3598, -0.8123], [-5.7315, -0.3438, -1.0236], [-3.3953, -0.3691, -0.5712], [-2.5510, -3.9949, 2.4477], [-0.8954, -2.6998, 3.5073], [-0.2737, -4.0702, 2.5807], [0.7942, -1.7291, 2.1343], [0.3292, -2.6499, 0.6700], [-1.9277, -1.4474, 1.3227], [-0.8750, -0.3108, 1.7924], [-0.8701, -1.2486, -0.9634], [0.2456, 1.3716, -0.4817], [1.7659, -1.2867, -0.4559], [4.0043, -1.2094, -0.8866], [6.2042, 2.4983, -1.3202], [1.9102, 2.5884, -0.7530], [-1.3118, 2.3232, -0.2244], [-5.5215, 2.2831, -1.1389], [-3.4243, -1.4664, -0.5594]], "forces_ev_per_a": [[-0.012, -0.086, 0.105], [-0.312, -0.252, 0.208], [0.324, -0.345, -0.154], [-0.077, -0.166, 2.343], [-0.016, 0.288, -2.362], [0.578, 0.201, -0.191], [-1.076, -0.012, 0.132], [1.571, 1.075, -0.536], [-0.643, 0.183, 0.377], [0.872, 0.120, -0.179], [-1.375, 0.815, 0.051], [-0.514, -0.433, 0.042], [-0.082, 0.551, -0.083], [-0.089, -1.759, 0.033], [0.225, -0.499, 0.227], [-0.295, 0.580, 0.218], [-0.222, -0.005, -0.181], [0.411, 1.114, -0.366], [-0.059, -1.503, 0.454], [0.307, -0.393, 0.343], [-0.652, -0.943, -0.293], [1.375, 0.815, 0.333], [-0.143, 0.045, -0.155], [0.028, 0.268, -0.247], [0.079, 0.069, -0.177], [0.277, 0.173, -0.072], [-0.099, 0.033, -0.379], [-0.136, -0.064, 0.237], [-0.199, -0.174, -0.343], [-0.096, 0.090, 0.136], [-0.219, -0.203, 0.605], [0.166, -0.053, 0.161], [-0.036, 0.221, -0.060], [0.269, 0.195, -0.007], [-0.221, -0.125, 0.120], [0.476, -0.115, -0.021], [-0.404, -0.091, -0.177], [0.152, -0.086, -0.055], [-0.131, 0.473, -0.087]]}

=====

[2]
{"formula": "C17H16FNO7", "method": "ωB97M-V with the def2-TZVPD basis set", "e_lumo_ev": 1.56, "total_energy_ha": -1338.6476, "spin_multiplicity": 1, "gap_ev": 1.393, "charge": -2, "homo_ev": 0.17, "symbols": ["C", "C", "O", "C", "C", "C", "C", "F", "C", "O", "C", "C", "C", "N", "C", "O", "H", "H", "H", "H", "H", "H", "H", "H", "H", "H", "H", "H", "H", "H", "C", "C", "C", "O", "C", "C", "C", "O", "O", "O", "H", "H"], "xyz": [[-0.9654, 1.6275, 1.1032], [-1.4801, 0.4421, 0.3121], [-0.5602, -0.1151, -0.6603], [0.7937, -0.0776, -0.3170], [1.5651, -1.0135, -1.2741], [2.0779, -2.2625, -0.6242], [1.3219, -3.1451, 0.0409], [0.0136, -3.0105, 0.1451], [1.8461, -4.3947, 0.6481], [1.1227, -5.3293, 0.9208], [3.3053, -4.4344, 0.8676], [4.1077, -3.5807, 0.2280], [5.5928, -3.5428, 0.4385], [5.8934, -2.5180, 1.4579], [3.5263, -2.5816, -0.7281], [4.2334, -2.0801, -1.5737], [-0.4499, 2.3511, 0.4731], [-1.8410, 2.1254, 1.5284], [-0.3261, 1.3083, 1.9314], [-2.3665, 0.7514, -0.2388], [-1.7743, -0.3726, 0.9819], [1.1948, 0.9347, -0.4302], [0.9569, -0.4002, 0.7189], [2.4081, -0.4921, -1.7211], [0.8767, -1.2679, -2.0828], [3.7020, -5.1852, 1.5403], [6.0727, -3.2511, -0.4952], [5.9440, -4.5393, 0.7271], [6.8243, -2.6469, 1.8312], [5.2367, -2.6111, 2.2234], [-4.9206, 5.4677, -0.2427], [-4.4840, 4.5285, 0.6992], [-4.4415, 3.0486, 0.2201], [-3.9953, 2.1779, 0.9986], [-4.9061, 2.7480, -1.0765], [-5.3638, 3.6868, -2.0189], [-5.3274, 5.1818, -1.5716], [-5.6575, 6.0646, -2.3804], [-5.7835, 3.4184, -3.1575], [-4.1195, 4.7776, 1.8666], [-4.9513, 6.5186, 0.0362], [-4.9018, 1.6933, -1.3456]], "forces_ev_per_a": [[-0.186, -0.150, 0.251], [-0.032, 0.045, -0.135], [0.025, 0.083, -0.068], [-0.066, -0.177, -0.133], [-0.179, 0.053, -0.031], [-0.089, -0.008, 0.144], [0.171, 0.109, -0.221], [-0.223, 0.061, -0.055], [-0.151, -0.330, 0.008], [0.133, 0.246, 0.128], [0.404, 0.292, -0.219], [0.064, -0.190, 0.237], [0.080, 0.107, 0.215], [-0.225, -0.137, -0.193], [-0.094, -0.028, -0.006], [0.018, 0.088, 0.045], [0.034, 0.026, -0.035], [-0.040, 0.009, -0.068], [0.212, 0.127, -0.095], [0.050, -0.073, -0.060], [-0.003, 0.019, 0.097], [0.021, 0.019, 0.146], [0.010, 0.075, 0.095], [0.060, -0.052, -0.011], [-0.024, 0.003, 0.003], [-0.118, -0.126, -0.048], [0.025, -0.048, -0.006], [-0.051, -0.048, -0.048], [0.039, 0.045, -0.029], [0.089, 0.010, 0.086], [-0.132, 0.274, -0.221], [0.084, -0.220, 0.053], [-0.043, -0.091, -0.214], [0.024, -0.030, 0.149], [0.102, -0.305, 0.211], [-0.047, 0.258, -0.041], [0.087, 0.114, 0.286], [-0.080, -0.056, -0.172], [0.015, -0.071, 0.007], [-0.004, 0.068, -0.034], [0.065, -0.029, 0.100], [-0.027, 0.039, -0.120]]}

=====

[3]
{"formula": "C17H16HfN4O4S", "method": "ωB97M-V with the def2-TZVPD basis set", "e_lumo_ev": -7.31, "total_energy_ha": -1623.1524, "spin_multiplicity": 1, "gap_ev": 7.868, "charge": 2, "homo_ev": -15.18, "symbols": ["Hf", "C", "C", "C", "C", "C", "C", "C", "S", "O", "O", "N", "C", "C", "C", "C", "C", "C", "C", "C", "N", "C", "H", "H", "H", "H", "H", "H", "H", "H", "H", "H", "H", "H", "H", "N", "N", "C", "O", "O", "H", "H", "H"], "xyz": [[-0.0428, 0.4926, -0.2622], [3.9161, 5.6774, -4.3827], [2.9439, 4.6073, -3.9697], [3.0321, 4.0344, -2.6920], [2.1358, 3.0792, -2.2813], [1.1332, 2.6837, -3.1755], [1.0107, 3.2294, -4.4506], [1.9316, 4.1890, -4.8323], [-0.0648, 1.5543, -2.7283], [0.6889, 0.3499, -2.0830], [-0.9342, 1.1941, -3.7873], [-0.8306, 2.0527, -1.3499], [-2.2878, 1.9753, -1.3919], [-3.0538, 2.8212, -2.1361], [-4.4531, 2.6533, -2.2250], [-5.0631, 1.6325, -1.5641], [-4.2938, 0.7418, -0.7761], [-4.8650, -0.3181, -0.0470], [-4.0820, -1.1603, 0.7075], [-2.7150, -0.9603, 0.7216], [-2.1168, 0.0315, 0.0482], [-2.9057, 0.9145, -0.6899], [4.9081, 5.4896, -3.9743], [3.5845, 6.6458, -4.0010], [3.9895, 5.7561, -5.4651], [3.8211, 4.3466, -2.0189], [2.2378, 2.6627, -1.2870], [0.2291, 2.8998, -5.1244], [1.8644, 4.6187, -5.8245], [-2.5724, 3.6314, -2.6698], [-5.0331, 3.3385, -2.8268], [-6.1343, 1.4870, -1.6292], [-5.9385, -0.4639, -0.0837], [-4.5078, -1.9727, 1.2783], [-2.0738, -1.6194, 1.2902], [0.9204, -1.3990, 0.8099], [2.1158, -0.6647, 0.4882], [2.2327, 0.6776, 0.9875], [3.2712, 1.2308, 1.0555], [0.9920, 1.2082, 1.1727], [0.8693, -1.6007, 1.8094], [0.9732, -2.2901, 0.3178], [2.9889, -1.1814, 0.5442]], "forces_ev_per_a": [[-0.267, -1.781, 1.277], [-0.087, -0.112, 0.032], [0.108, 0.153, -0.043], [0.082, 0.085, -0.060], [-0.115, -0.062, -0.106], [0.070, 0.179, -0.018], [0.149, 0.058, -0.013], [0.011, 0.045, -0.093], [-0.366, 0.237, -0.307], [0.543, 0.277, -1.247], [-0.002, -0.034, 0.049], [-0.966, 0.022, -0.930], [0.346, 0.069, -0.143], [-0.008, 0.280, -0.078], [0.085, 0.059, -0.022], [-0.104, -0.062, 0.042], [-0.293, -0.043, 0.206], [-0.139, -0.002, -0.014], [-0.144, -0.044, 0.018], [0.234, 0.144, -0.069], [-0.876, 0.213, -0.224], [0.302, -0.177, 0.031], [-0.016, -0.017, -0.001], [-0.019, -0.018, 0.011], [-0.011, -0.017, -0.003], [-0.024, 0.002, -0.027], [-0.075, -0.069, 0.038], [0.067, 0.035, 0.056], [0.007, -0.013, 0.047], [-0.027, -0.014, -0.010], [0.026, 0.014, -0.003], [0.038, -0.001, 0.020], [0.013, 0.006, -0.011], [-0.006, 0.010, -0.016], [0.058, -0.029, 0.036], [0.128, -0.061, 0.201], [-0.083, 0.280, 0.193], [-0.067, -0.016, 0.332], [0.103, 0.000, 0.122], [1.383, 0.424, 0.951], [-0.041, -0.027, 0.004], [-0.007, 0.030, -0.024], [-0.007, -0.023, -0.203]]}

=====

[4]
{"formula": "C17H16N2O2", "method": "ωB97M-V with the def2-TZVPD basis set", "e_lumo_ev": -0.10, "total_energy_ha": -917.2640, "spin_multiplicity": 1, "gap_ev": 8.894, "smiles": "CCC(=O)O/N=C1\\c2ccccc2CCc2ncccc21", "homo_ev": -8.99, "symbols": ["C", "C", "C", "O", "O", "N", "C", "C", "C", "C", "C", "C", "C", "C", "C", "C", "N", "C", "C", "C", "C", "H", "H", "H", "H", "H", "H", "H", "H", "H", "H", "H", "H", "H", "H", "H", "H"], "xyz": [[-1.0196, 3.5240, 3.5955], [-1.4830, 3.4901, 2.1229], [-1.5892, 1.9883, 1.7016], [-2.5854, 1.5083, 1.2458], [-0.3792, 1.3147, 1.7497], [-0.2209, -0.1213, 1.6935], [0.0258, -0.6972, 0.5114], [0.5435, 0.0688, -0.7338], [1.5732, 0.9082, -0.5191], [1.9040, 1.9097, -1.4906], [1.2577, 1.8928, -2.7540], [0.3145, 0.8349, -3.0574], [-0.1499, 0.0271, -1.9995], [-1.3110, -0.8381, -2.2572], [-1.1225, -2.3623, -1.8773], [0.0187, -2.8230, -0.9024], [0.7446, -3.9768, -1.1516], [1.5357, -4.5049, -0.1985], [1.6693, -3.9220, 1.0915], [0.9645, -2.7772, 1.3948], [0.2724, -2.1682, 0.3089], [-1.0030, 4.5816, 3.9039], [0.0059, 3.3086, 3.7450], [-1.6498, 2.9340, 4.2277], [-0.8764, 3.9947, 1.3956], [-2.5277, 3.9595, 2.0390], [1.9548, 1.1014, 0.4272], [2.8629, 2.4441, -1.1837], [1.6605, 2.5236, -3.4890], [-0.0936, 0.8469, -4.0142], [-1.6168, -0.7298, -3.2844], [-2.1048, -0.4886, -1.5728], [-0.9754, -2.7965, -2.8628], [-2.0817, -2.8235, -1.5603], [2.0907, -5.4387, -0.3045], [2.3488, -4.4010, 1.6682], [1.0425, -2.2923, 2.3909]], "forces_ev_per_a": [[0.012, 2.317, -0.975], [-1.399, -1.564, 0.881], [-0.214, -0.126, -1.356], [-0.042, -0.320, 0.320], [1.171, 0.569, -0.148], [-1.268, -1.907, -2.291], [0.204, 2.473, 0.374], [-3.176, -0.702, 0.051], [-0.154, 2.836, -2.250], [0.805, -1.551, -0.018], [0.575, -2.382, 2.052], [1.598, 2.005, 3.502], [1.975, 0.629, -0.496], [-0.640, -0.992, 2.523], [0.787, -0.401, -0.783], [0.892, -0.843, 0.110], [-1.038, 0.101, 0.379], [-0.901, 1.831, 0.751], [-2.068, 0.520, -2.776], [0.575, 0.058, -0.759], [-0.301, 0.849, 2.279], [-0.651, -0.246, 0.228], [1.013, -1.030, -0.159], [-0.326, -0.248, 0.367], [0.707, 0.288, -0.042], [1.445, -1.062, 0.049], [0.858, -0.410, 1.678], [-1.718, 0.042, -1.043], [0.029, 0.851, -1.106], [-0.885, -0.353, -1.421], [-0.296, -0.152, -0.212], [-0.023, 0.181, -0.559], [0.561, -0.668, 0.162], [0.569, 0.488, 0.242], [-0.235, 0.282, -0.927], [1.665, -1.191, 2.397], [-0.105, -0.173, -1.024]]}

=====

[5]
{"formula": "C17H16N4O2", "method": "ωB97M-V with the def2-TZVPD basis set", "e_lumo_ev": 0.32, "total_energy_ha": -1026.9283, "spin_multiplicity": 1, "gap_ev": 8.579, "smiles": "O=C(CCn1cnc2ccccc21)N/N=C/c1ccccc1O", "homo_ev": -8.25, "symbols": ["O", "C", "C", "C", "N", "C", "N", "C", "C", "C", "C", "C", "C", "N", "N", "C", "C", "C", "C", "C", "C", "C", "O", "H", "H", "H", "H", "H", "H", "H", "H", "H", "H", "H", "H", "H", "H", "H", "H"], "xyz": [[2.2604, 0.6954, -2.3676], [1.7247, 1.5941, -1.7725], [2.4587, 2.8415, -1.2880], [2.5562, 2.8288, 0.2564], [2.5667, 1.4850, 0.7699], [3.5501, 0.5506, 0.5868], [3.2185, -0.6453, 0.9447], [1.9186, -0.5526, 1.3753], [1.0454, -1.5350, 1.8269], [-0.2276, -1.1472, 2.1868], [-0.6287, 0.1881, 2.1283], [0.2213, 1.1796, 1.6801], [1.4910, 0.7929, 1.2805], [0.4042, 1.5732, -1.4148], [-0.2811, 0.4116, -1.4497], [-1.4500, 0.3475, -0.9459], [-2.1694, -0.8942, -0.8400], [-3.4605, -0.8886, -0.3006], [-4.1687, -2.0556, -0.1284], [-3.5895, -3.2664, -0.4913], [-2.3187, -3.3000, -1.0218], [-1.5863, -2.1251, -1.2098], [-0.3626, -2.2303, -1.7308], [3.4555, 2.8090, -1.7277], [1.9550, 3.7468, -1.6278], [1.7037, 3.3478, 0.7023], [3.4684, 3.3453, 0.5707], [4.5098, 0.8159, 0.1873], [1.3641, -2.5627, 1.8809], [-0.9367, -1.8872, 2.5261], [-1.6297, 0.4494, 2.4388], [-0.1003, 2.2126, 1.6484], [-0.0211, 2.3756, -0.9484], [-1.9424, 1.2393, -0.5377], [-3.8997, 0.0578, -0.0176], [-5.1641, -2.0319, 0.2879], [-4.1373, -4.1869, -0.3559], [-1.8551, -4.2314, -1.3061], [0.0569, -1.3471, -1.7957]], "forces_ev_per_a": [[0.165, -0.150, -0.004], [0.128, 0.393, -0.126], [0.020, -0.199, 0.038], [0.027, 0.281, -0.223], [0.049, -0.124, 0.250], [0.069, -0.083, 0.081], [0.501, -0.466, -0.093], [-0.361, 0.777, -0.051], [-0.007, 0.072, -0.021], [-0.043, -0.206, 0.075], [-0.021, 0.175, 0.040], [-0.046, 0.193, 0.055], [-0.072, -0.665, 0.301], [-0.623, 0.688, 0.107], [-0.058, -0.631, -0.103], [0.260, 0.710, -0.037], [-0.142, -0.525, -0.062], [0.187, -0.067, -0.099], [-0.198, 0.031, 0.095], [0.087, 0.087, -0.021], [0.154, 0.014, -0.065], [-0.353, 0.132, 0.141], [0.184, -0.126, -0.080], [-0.116, -0.007, -0.044], [0.027, 0.064, -0.032], [0.153, -0.046, 0.015], [-0.187, 0.007, 0.012], [0.218, 0.145, -0.143], [0.039, -0.149, -0.002], [-0.055, -0.083, 0.029], [-0.092, 0.029, 0.027], [-0.047, 0.076, 0.004], [0.230, -0.300, -0.099], [0.060, -0.021, -0.032], [-0.032, 0.112, 0.038], [-0.081, 0.012, 0.032], [-0.032, -0.091, 0.003], [0.061, -0.110, -0.036], [-0.056, 0.051, 0.032]]}

=====

[6]
{"formula": "C17H16N6", "method": "ωB97M-V with the def2-TZVPD basis set", "e_lumo_ev": 0.32, "total_energy_ha": -985.7909, "spin_multiplicity": 1, "gap_ev": 8.890, "smiles": "c1ccc(-n2cccc2-c2nc(N3CC3)nc(N3CC3)n2)cc1", "homo_ev": -8.57, "symbols": ["C", "C", "C", "C", "N", "C", "C", "C", "C", "C", "N", "C", "N", "C", "C", "N", "C", "N", "C", "C", "N", "C", "C", "H", "H", "H", "H", "H", "H", "H", "H", "H", "H", "H", "H", "H", "H", "H", "H"], "xyz": [[2.4276, -1.8673, -2.6094], [1.4076, -2.5127, -1.8666], [0.9385, -2.0123, -0.6231], [1.4639, -0.7969, -0.1863], [1.0020, -0.3882, 1.1296], [1.8126, -0.6711, 2.2524], [1.4198, 0.0394, 3.2754], [0.2154, 0.7095, 2.9291], [0.0153, 0.4693, 1.5868], [-1.0857, 1.0858, 0.7640], [-1.7686, 2.1597, 1.1479], [-2.7048, 2.5321, 0.4093], [-3.2720, 3.6968, 0.9252], [-4.2531, 4.3829, 0.1884], [-4.6212, 3.4973, 1.4436], [-3.0506, 2.0097, -0.7126], [-2.2040, 1.0518, -1.1205], [-2.2100, 0.7869, -2.4596], [-1.2170, 1.3152, -3.3603], [-1.2950, -0.2087, -2.9449], [-1.2649, 0.5170, -0.4587], [2.3897, -0.1069, -1.0008], [2.9196, -0.6148, -2.1730], [3.0615, -2.2933, -3.3008], [0.9126, -3.4093, -2.1868], [0.1440, -2.5038, -0.0397], [2.7153, -1.2946, 2.3302], [1.9052, -0.0586, 4.2314], [-0.3523, 1.3100, 3.6194], [-4.3252, 5.4863, 0.2777], [-4.5839, 3.9928, -0.7647], [-4.8527, 4.0172, 2.3690], [-5.1631, 2.5188, 1.2627], [-0.6756, 2.0492, -2.8281], [-1.4484, 1.5952, -4.3612], [-1.8725, -0.9876, -3.5209], [-0.4204, -0.6552, -2.4153], [2.6221, 0.8904, -0.7431], [3.6561, 0.0002, -2.6528]], "forces_ev_per_a": [[-0.408, 1.386, 2.676], [0.219, 0.614, 0.629], [0.672, 0.440, -1.312], [-0.772, -0.721, -0.389], [1.685, -0.288, 0.637], [1.416, -1.001, -2.783], [-1.611, 0.858, 2.662], [0.777, 0.181, 0.002], [-1.417, 1.484, -0.086], [0.948, -1.340, -0.479], [5.036, -3.028, 3.821], [-1.991, 2.258, -0.760], [-0.246, 0.271, 0.407], [-2.233, -0.074, 0.774], [-0.718, 0.655, -1.410], [-0.670, -0.492, -1.965], [-1.270, 2.441, -1.987], [-1.828, -1.835, -0.894], [-0.736, -2.105, 0.435], [0.722, 0.217, -1.073], [2.029, -0.725, 3.404], [-1.114, -0.092, 0.910], [-1.672, -1.041, 1.040], [0.292, -1.435, -2.097], [0.332, -0.470, -0.433], [0.573, 0.186, -0.439], [-0.687, 0.134, -1.109], [-0.208, 0.284, 0.229], [-0.297, 0.110, -0.381], [0.399, -0.878, 0.137], [0.113, -0.160, -0.040], [0.121, -0.219, -0.086], [0.908, 1.287, 0.056], [1.735, 0.192, 0.294], [-0.800, 0.208, -0.476], [1.045, 1.175, -0.089], [-1.112, 0.877, 0.079], [0.502, 0.907, 0.619], [0.266, -0.262, -0.527]]}